# 1
The following is a DFT calculation (ωB97M-V/def2-TZVPD) of a cluster of 5 separate species, C25H17FNO21S in total in a non-equilibrium geometry.

Positions of all 66 atoms, in Å:
O: 0.6444 0.2601 3.9123
C: 0.5871 -0.8693 4.5082
O: 0.1012 -1.9432 3.7555
N: 1.0473 -1.1199 5.9032
O: 0.0525 -1.5996 6.7153
S: 1.8922 0.2209 6.5844
O: 3.0712 0.6826 5.7626
O: 2.3659 -0.1963 7.9622
F: 0.8798 1.5839 6.7311
H: -0.1009 -0.9624 7.4568
C: -0.6365 -2.1456 -1.1369
C: -1.4652 -1.4288 -1.8948
C: -2.5394 -0.5907 -1.2932
O: -3.2701 0.0693 -2.0228
C: -2.6802 -0.5944 0.1627
C: -1.8506 -1.3157 0.9275
C: -0.7585 -2.1343 0.3242
O: -0.0087 -2.7659 1.0418
O: -1.9718 -1.3266 2.2766
O: -1.3626 -1.4320 -3.2587
H: 0.1488 -2.7562 -1.5622
H: -3.4751 0.0057 0.5845
H: -1.2511 -1.9208 2.6090
H: -2.0707 -0.8371 -3.5728
C: 1.8190 1.5628 -2.0886
C: 2.6096 2.6141 -2.3088
C: 3.4143 3.2247 -1.2127
O: 4.1419 4.1752 -1.4568
C: 3.2920 2.6529 0.1299
C: 2.4985 1.6025 0.3539
C: 1.7149 0.9743 -0.7490
O: 1.0145 0.0049 -0.5168
O: 2.3767 1.0664 1.5990
O: 2.7153 3.1737 -3.5484
H: 1.2318 1.1089 -2.8763
H: 3.8678 3.1169 0.9195
H: 1.7493 0.3194 1.5075
H: 3.3459 3.9132 -3.4452
C: -8.1788 2.3291 -3.4549
C: -9.2017 1.5536 -3.8188
C: -9.0890 0.0669 -3.8190
O: -10.0529 -0.6104 -4.1404
C: -7.8057 -0.5252 -3.4324
C: -6.7784 0.2502 -3.0707
C: -6.9006 1.7365 -3.0444
O: -5.9515 2.4140 -2.6926
O: -5.5820 -0.2864 -2.7124
O: -10.3946 2.0901 -4.2050
H: -8.2490 3.4088 -3.4485
H: -7.7321 -1.6041 -3.4539
H: -5.0055 0.4751 -2.4937
H: -10.9661 1.3257 -4.4154
C: 5.1537 -0.7584 1.2274
C: 5.8863 -1.5546 2.0106
C: 7.1339 -2.2009 1.5116
O: 7.7892 -2.9071 2.2593
C: 7.5235 -1.9590 0.1180
C: 6.7896 -1.1664 -0.6649
C: 5.5571 -0.4984 -0.1577
O: 4.9216 0.2348 -0.8997
O: 7.1380 -0.9347 -1.9625
O: 5.5232 -1.8070 3.2972
H: 4.2474 -0.2815 1.5783
H: 8.4209 -2.4476 -0.2373
H: 6.4520 -0.3318 -2.3111
H: 6.2111 -2.4047 3.6492

Net charge   -1
Energy relative to the best compared isomer or geometry (same formula, charge and spin)   3.269 eV
DFT total energy   -3095.661272 Eh
HOMO-LUMO gap   5.92 eV

# 2
The following is a DFT calculation (ωB97M-V/def2-TZVPD) of a structure of composition C9H15AsBrClF3O2 in a non-equilibrium geometry.

Positions of all 32 atoms, in Å:
C: -3.6753 -1.3223 -1.2104
C: -2.2547 -1.6154 -0.3757
C: -1.3049 -0.3162 -0.6652
As: 0.3319 -0.1411 0.4921
Br: 0.2408 -2.3824 1.2838
C: 1.5931 -0.7580 -0.9946
C: 1.4616 -2.3480 -1.3650
O: 0.4152 -2.8949 -2.0414
Cl: 2.8189 -3.5873 -0.9212
C: 0.5407 1.7413 -0.1953
C: 1.6151 2.6522 0.8976
C: 3.2889 2.2076 0.7747
O: 2.6395 3.6039 0.1977
C: -0.7334 0.4418 2.1377
F: -1.4801 -0.7058 2.7774
F: -1.6542 1.6000 1.8455
F: 0.2476 0.8714 3.2047
H: -4.2400 -0.4818 -0.5792
H: -4.3755 -2.2574 -1.2637
H: -3.4596 -0.8204 -2.2641
H: -1.8467 -2.6394 -0.7666
H: -2.5824 -1.7684 0.7354
H: -1.9204 0.6890 -0.6387
H: -0.9223 -0.4272 -1.7908
H: 1.6174 0.0579 1.3717
H: 2.7124 -0.5863 -0.6365
H: 1.4417 -0.1616 -2.0080
H: -0.4441 2.3675 -0.2758
H: 1.1648 1.8428 -1.1856
H: 1.1736 2.9449 2.0350
H: 3.5741 1.5843 -0.1750
H: 4.0163 2.6094 1.5997

Net charge   -1
DFT total energy   -6071.693232 Eh
HOMO-LUMO gap   8.40 eV

# 3
The following is a DFT calculation (ωB97M-V/def2-TZVPD) of an isolated molecule of C6H8N2 in a non-equilibrium geometry.

Positions of all 16 atoms, in Å:
C: 1.2096 0.1620 0.8134
C: -0.1083 0.5892 0.4425
C: 2.3041 -0.1654 1.1774
C: -1.1783 1.0313 0.1017
N: 4.3908 -0.9765 0.4342
N: -3.0930 2.4155 0.4879
C: 3.6840 -0.5109 1.6162
C: -2.4469 1.4854 -0.4237
H: 3.8990 -1.7527 0.0056
H: 4.5624 -0.2258 -0.2311
H: -4.0299 2.6167 0.1676
H: -3.1478 2.0674 1.4604
H: 4.1930 0.4138 2.0097
H: 3.6574 -1.2982 2.3820
H: -3.1271 0.6127 -0.5727
H: -2.3021 2.0023 -1.4041

Energy relative to the best compared isomer or geometry (same formula, charge and spin)   3.660 eV
DFT total energy   -342.799430 Eh
HOMO-LUMO gap   9.82 eV

# 4
The following is a DFT calculation (ωB97M-V/def2-TZVPD) of a cluster of 4 separate species, C3H13NO4 in total in a non-equilibrium geometry.

Positions of all 21 atoms, in Å:
C: 1.9332 -0.5224 0.5270
N: 1.4618 0.5265 1.4142
C: -0.0201 0.5899 1.4422
C: -0.3171 2.0213 1.1218
O: -1.1212 2.4472 0.3263
H: 1.6770 -1.5592 0.7714
H: 1.5841 -0.3108 -0.4831
H: 3.0215 -0.5202 0.4845
H: 1.7749 0.3799 2.3670
H: -0.4192 0.2736 2.4213
H: -0.4942 -0.2063 0.8637
H: 0.3925 2.7344 1.5412
H: -1.5266 1.1310 -1.2120
H: -1.0479 1.5838 -2.8512
O: -1.3620 1.0243 -2.1502
H: 0.6622 -4.0681 -0.1517
H: 0.0461 -2.9463 -0.9642
O: 0.8582 -3.4854 -0.8914
H: -1.1136 -0.7947 -1.7399
H: -1.8767 -1.9561 -1.1438
O: -1.1999 -1.3097 -0.9107

Energy relative to the best compared isomer or geometry (same formula, charge and spin)   2.455 eV
DFT total energy   -477.767306 Eh
HOMO-LUMO gap   9.83 eV

# 5
The following is a DFT calculation (ωB97M-V/def2-TZVPD) of an isolated molecule of C4H5NO2.

Positions of all 12 atoms, in Å:
O: -0.2597 -0.9629 -2.5247
C: 0.1392 -0.6206 -1.4390
C: -0.7497 -0.5454 -0.2362
C: -0.0830 -0.7309 1.0909
N: -0.5673 0.5629 0.7073
C: 0.3518 1.5880 0.4174
O: 1.5167 1.5792 0.7271
H: 1.2044 -0.3588 -1.2626
H: -1.7730 -0.8721 -0.4015
H: 0.9966 -0.8713 1.1104
H: -0.6416 -1.2124 1.8882
H: -0.1345 2.4444 -0.0774

Energy relative to the best compared isomer or geometry (same formula, charge and spin)   1.960 eV
DFT total energy   -360.597383 Eh
HOMO-LUMO gap   10.83 eV

# 6
The following is a DFT calculation (ωB97M-V/def2-TZVPD) of a structure of composition C6H10O2 in a non-equilibrium geometry.

Positions of all 18 atoms, in Å:
C: 1.8199 -0.0460 -0.1811
C: 0.5823 -0.3759 -0.8367
C: -0.3095 0.8472 -1.0655
C: -1.4544 0.4316 -0.1646
C: -0.2937 -1.1740 0.1524
C: -0.8682 -0.3114 1.1346
H: 1.7216 0.9997 0.6580
H: 3.0912 -0.2264 -1.1455
H: 2.2451 -1.0191 0.7219
H: 0.6957 -0.8072 -1.7968
H: -0.8138 1.0347 -2.0497
H: -0.1971 2.0822 -0.6119
H: -2.4601 0.9576 0.0077
H: 0.1135 -2.1628 0.4765
H: -1.7830 -0.8343 1.3739
H: -0.6174 1.5956 1.8236
O: -1.5807 -1.0887 -0.6059
O: 0.1086 0.0972 2.1090

Energy relative to the best compared isomer or geometry (same formula, charge and spin)   11.636 eV
DFT total energy   -384.674768 Eh
HOMO-LUMO gap   7.88 eV

# 7
The following is a DFT calculation (ωB97M-V/def2-TZVPD) of a structure of composition C10H17N in a non-equilibrium geometry.

Positions of all 28 atoms, in Å:
C: -0.8962 -0.7138 -0.2032
C: 0.1675 -1.1971 -1.1644
C: 1.4753 -0.3691 -0.7705
C: 1.1287 1.0194 -0.9531
C: -0.2748 1.5195 -0.2778
C: 0.0934 1.4988 1.1363
C: 0.6708 0.1850 1.6315
C: 1.8140 -0.4582 0.8026
C: -0.5752 -0.7829 1.3078
C: -1.3752 0.6177 -0.7249
H: -3.2766 -1.6744 -0.5193
H: -1.8840 -1.6207 -1.7437
H: -0.2929 -1.1989 -2.2193
H: 0.4603 -2.0547 -0.8438
H: 2.3546 -0.7691 -1.2839
H: 0.7902 1.0859 -2.0527
H: 2.0143 1.7308 -0.6642
H: -0.3683 2.6223 -0.3543
H: -0.8525 1.5369 1.8462
H: 0.7789 2.3670 1.4621
H: 1.1262 0.1711 2.7505
H: 2.6280 0.2570 0.9834
H: 1.9724 -1.6272 0.8384
H: -1.3438 -0.3471 1.9692
H: -0.3782 -1.7706 1.8390
H: -1.7071 0.6212 -1.7864
H: -2.2390 0.9800 -0.2849
N: -2.0107 -1.6289 -0.7205

Energy relative to the best compared isomer or geometry (same formula, charge and spin)   5.784 eV
DFT total energy   -445.814666 Eh
HOMO-LUMO gap   9.24 eV

# 8
The following is a DFT calculation (ωB97M-V/def2-TZVPD) of a structure of composition C41H51FN6OPV in a non-equilibrium geometry.

Positions of all 102 atoms, in Å:
V: 0.4716 -1.1664 -0.9570
N: -0.9263 -2.7933 -1.4996
C: -0.1705 -3.9727 -1.9119
C: 0.9498 -4.1962 -0.9076
N: 1.6904 -2.9626 -0.6456
C: 2.7139 -2.7165 -1.6536
C: 3.3527 -1.3221 -1.4789
N: 2.4295 -0.4033 -0.8186
C: 2.2963 -3.0677 0.6832
C: 1.2589 -2.8376 1.7940
N: 0.3834 -1.7363 1.4152
H: -1.4958 -3.0077 -0.6686
H: -1.5759 -2.5433 -2.2411
H: 0.2509 -3.8191 -2.9091
H: -0.7941 -4.8782 -1.9567
H: 1.6310 -4.9892 -1.2467
H: 0.4927 -4.5179 0.0298
H: 2.2361 -2.7619 -2.6327
H: 3.4944 -3.4927 -1.6126
H: 3.5854 -0.9333 -2.4739
H: 4.3060 -1.4098 -0.9372
H: 2.5372 0.5336 -1.1923
H: 2.5850 -0.3525 0.1808
H: 3.0910 -2.3298 0.7779
H: 2.7643 -4.0558 0.8115
H: 1.7964 -2.6737 2.7419
H: 0.6587 -3.7415 1.9305
H: 0.7508 -0.8381 1.7196
H: -0.5332 -1.8429 1.8362
C: 4.4389 0.8549 1.4943
C: 3.4173 0.3561 2.5183
C: 4.0867 0.1026 3.8656
C: 2.2245 1.3230 2.6521
C: 2.6341 2.7604 3.0472
O: 2.1850 3.5639 1.9651
C: 1.5597 2.7512 1.0993
N: 1.5271 1.5034 1.3828
C: 0.9227 3.3719 -0.0477
C: 1.3162 4.6582 -0.4185
C: 0.6667 5.3241 -1.4380
C: -0.3819 4.6994 -2.0996
C: -0.7735 3.4224 -1.7374
C: -0.1493 2.7368 -0.6973
P: -0.6937 1.0595 -0.1810
C: -1.3450 1.4432 1.5029
C: -2.0911 0.4323 2.1020
C: -2.7383 0.6391 3.3066
C: -2.6371 1.8630 3.9464
C: -1.8871 2.8708 3.3660
C: -1.2566 2.6705 2.1498
C: -2.3552 1.1005 -0.9795
C: -3.4203 1.8380 -0.4632
C: -4.6332 1.8698 -1.1266
C: -4.7973 1.1789 -2.3160
C: -3.7434 0.4443 -2.8371
C: -2.5328 0.3943 -2.1649
H: 5.0691 0.0396 1.1491
H: 5.0948 1.6019 1.9298
H: 3.9429 1.3030 0.6369
H: 2.9938 -0.5916 2.1716
H: 4.5156 1.0210 4.2581
H: 4.8894 -0.6208 3.7387
H: 3.3761 -0.2854 4.5933
H: 1.5116 0.9072 3.3780
H: 3.7133 2.8886 3.1470
H: 2.1448 3.1035 3.9611
H: 2.1274 5.1310 0.1143
H: 0.9688 6.3229 -1.7151
H: -0.9155 5.2206 -2.8825
H: -1.5838 2.9576 -2.2763
H: -2.2035 -0.5070 1.5796
H: -3.3308 -0.1483 3.7494
H: -3.1387 2.0282 4.8881
H: -1.8074 3.8271 3.8579
H: -0.7059 3.4887 1.7143
H: -3.3063 2.4086 0.4471
H: -5.4481 2.4501 -0.7199
H: -5.7419 1.2191 -2.8365
H: -3.8632 -0.0853 -3.7721
H: -1.6917 -0.1603 -2.5709
C: -5.0102 -1.9693 2.1791
C: -4.0332 -2.8281 2.6591
C: -3.0125 -3.2028 1.8028
N: -2.9235 -2.7798 0.5484
C: -3.8707 -1.9707 0.0887
C: -4.9294 -1.5321 0.8664
H: -5.8175 -1.6467 2.8176
H: -4.0650 -3.2003 3.6702
H: -2.2299 -3.8786 2.1282
H: -3.7626 -1.6530 -0.9410
H: -5.6681 -0.8661 0.4520
F: 1.1917 1.0987 -6.6972
C: 0.9813 0.5801 -5.4667
C: 0.5910 -0.7374 -5.3387
C: 0.3957 -1.2573 -4.0680
C: 0.5878 -0.5213 -2.8928
C: 0.9650 0.8123 -3.1013
C: 1.1612 1.3747 -4.3507
H: 0.4345 -1.3352 -6.2244
H: 0.0818 -2.2921 -4.0237
H: 1.1029 1.4692 -2.2493
H: 1.4454 2.4114 -4.4681

Net charge   +1
⟨S²⟩   3.764
Spin multiplicity   4
DFT total energy   -3381.795944 Eh
HOMO-LUMO gap (alpha / beta)   6.84 / 8.32 eV